# 1
{
  "formula": "C34H36CrGeN8S2",
  "method": "ωB97M-V/def2-TZVPD",
  "gap_ev": [5.41, 2.53],
  "relative_energy_ev": 0.0000,
  "spin_multiplicity": 6,
  "homo_ha": [-0.2903, -0.3136],
  "total_charge": 1,
  "species": ["Cr", "C", "N", "C", "C", "N", "N", "C", "N", "N", "H", "H", "H", "H", "H", "H", "H", "H", "H", "H", "H", "S", "C", "N", "C", "C", "C", "C", "C", "C", "S", "H", "H", "H", "H", "N", "C", "C", "C", "N", "C", "C", "H", "H", "H", "H", "H", "H", "C", "C", "C", "C", "C", "C", "Ge", "C", "C", "C", "C", "C", "C", "C", "C", "C", "C", "C", "C", "H", "H", "H", "H", "H", "H", "H", "H", "H", "H", "H", "H", "H", "H", "H"],
  "xyz": [[0.594, 0.858, 0.906], [4.246, -1.203, -1.498], [4.037, 0.231, -1.517], [4.920, 1.033, -2.336], [3.048, 0.779, -0.768], [2.168, 0.087, -0.100], [3.027, 2.162, -0.685], [1.907, 2.966, -0.688], [2.182, 4.301, -0.725], [0.730, 2.446, -0.786], [5.053, -1.453, -2.182], [3.355, -1.743, -1.832], [4.532, -1.548, -0.500], [5.815, 1.355, -1.789], [4.397, 1.910, -2.715], [5.238, 0.441, -3.193], [2.261, -0.910, -0.279], [3.919, 2.637, -0.719], [3.064, 4.624, -0.352], [1.414, 4.936, -0.556], [-0.001, 3.151, -0.846], [1.271, 3.410, 2.363], [-0.361, 3.036, 2.367], [-0.841, 1.927, 1.817], [-2.201, 1.827, 1.983], [-3.006, 0.768, 1.569], [-4.360, 0.809, 1.828], [-4.932, 1.886, 2.501], [-4.149, 2.946, 2.924], [-2.791, 2.906, 2.666], [-1.572, 4.073, 3.105], [-2.561, -0.076, 1.060], [-4.986, -0.010, 1.503], [-5.993, 1.894, 2.704], [-4.571, 3.789, 3.449], [2.346, -1.414, 6.440], [1.977, -0.905, 5.242], [2.914, -0.546, 4.260], [2.482, -0.049, 3.056], [1.186, 0.111, 2.727], [0.288, -0.264, 3.657], [0.625, -0.761, 4.890], [3.311, -1.382, 6.725], [1.651, -1.514, 7.160], [3.969, -0.649, 4.462], [3.196, 0.249, 2.297], [-0.757, -0.159, 3.380], [-0.150, -1.043, 5.589], [1.649, -1.977, -4.901], [1.292, -0.643, -4.774], [0.663, -0.201, -3.625], [0.371, -1.083, -2.589], [0.766, -2.411, -2.710], [1.388, -2.858, -3.864], [-0.730, -0.435, -1.046], [-2.355, 0.269, -1.994], [-2.861, -0.501, -3.035], [-3.967, -0.072, -3.748], [-4.558, 1.142, -3.439], [-4.046, 1.920, -2.416], [-2.950, 1.483, -1.691], [-1.306, -2.119, -0.101], [-0.459, -2.771, 0.790], [-0.850, -3.949, 1.404], [-2.102, -4.482, 1.144], [-2.958, -3.833, 0.269], [-2.566, -2.654, -0.341], [2.111, -2.330, -5.813], [1.488, 0.046, -5.584], [0.373, 0.837, -3.524], [0.553, -3.109, -1.905], [1.648, -3.904, -3.963], [-2.389, -1.447, -3.275], [-4.371, -0.688, -4.539], [-5.411, 1.489, -4.005], [-4.504, 2.872, -2.187], [-2.561, 2.083, -0.875], [0.522, -2.352, 1.006], [-0.185, -4.454, 2.093], [-2.413, -5.395, 1.632], [-3.933, -4.250, 0.058], [-3.242, -2.141, -1.014]],
  "atomic_forces_ev_per_a": [[-0.2426, -0.7552, -2.0553], [-0.0757, -0.3197, 0.1181], [-0.3143, 0.4419, 0.2161], [0.1547, 0.2257, -0.1740], [-0.2079, -1.0819, 0.1294], [1.2217, 0.0580, -0.2958], [0.5757, 0.5949, 0.1325], [-0.9036, -0.1694, -0.7353], [0.3313, 0.4261, 0.2834], [0.6971, 0.3055, 0.3516], [-0.0258, 0.0608, 0.0358], [0.0063, 0.0550, -0.0093], [-0.0579, -0.0075, -0.0158], [-0.0208, -0.0283, -0.0513], [0.0415, -0.0525, -0.0668], [-0.0220, 0.0815, 0.0329], [-0.2072, 0.1756, -0.0240], [-0.1762, -0.1684, -0.1178], [-0.0754, 0.0229, -0.0857], [0.1149, -0.1915, -0.0687], [0.0732, -0.0714, -0.0169], [-0.0238, 0.3234, 0.3196], [-0.0293, 0.4601, 0.2407], [-1.6177, 0.5179, 0.6198], [0.6854, 0.0488, -0.0492], [-0.4993, -0.6704, -0.1720], [0.6214, -0.4550, -0.3299], [0.0815, 0.6381, 0.3213], [-0.4189, 0.0581, 0.0904], [0.5802, 0.8256, 0.3295], [-0.2125, -0.6692, -0.3052], [0.0188, -0.0443, -0.0663], [0.0190, -0.0475, -0.0235], [-0.0470, 0.0188, -0.0157], [-0.1270, 0.0217, 0.0411], [0.0212, 0.0747, 0.0718], [-0.1317, -0.0280, -0.3737], [0.0045, 0.0130, 0.1889], [-0.0985, 0.0422, -0.0490], [0.4109, -0.3876, 0.9288], [0.0522, 0.0163, -0.1289], [-0.0049, -0.0191, 0.1896], [-0.1276, -0.0203, 0.0033], [0.1191, -0.0451, 0.0126], [0.1082, 0.0199, -0.0618], [-0.0162, -0.0378, 0.0545], [0.0767, -0.0521, 0.0462], [-0.0500, 0.0012, -0.0348], [0.0501, -0.0980, -0.0987], [0.1518, 0.1037, -0.1749], [0.0095, 0.0563, 0.1714], [-0.5168, 0.0578, 0.6200], [-0.0814, 0.0021, 0.1045], [0.1867, -0.1864, -0.0920], [0.0133, 0.2199, 0.9201], [0.9312, -0.6863, 0.3339], [-0.1902, 0.0719, -0.0371], [-0.0723, -0.1698, -0.1399], [-0.1205, 0.0979, -0.1145], [-0.1245, 0.2346, 0.0579], [0.0047, -0.1007, -0.0083], [-0.0756, 0.5343, -0.8862], [0.0173, 0.0716, -0.0638], [0.0836, -0.0724, 0.1851], [-0.0476, -0.0840, 0.0556], [-0.2332, -0.1106, 0.0922], [0.0131, -0.1472, 0.1130], [0.0281, -0.0185, -0.0195], [0.0264, 0.0523, -0.0666], [-0.0706, 0.1111, -0.1102], [-0.0637, -0.0435, -0.0630], [0.0516, -0.0421, -0.0141], [-0.0304, 0.0127, -0.0851], [-0.0319, 0.0004, -0.0924], [-0.0549, -0.0027, -0.0134], [-0.0644, 0.0909, 0.0204], [0.0289, 0.0896, -0.0130], [0.0169, -0.0248, 0.0128], [0.0451, -0.0188, 0.0247], [-0.0075, -0.0824, -0.0081], [-0.0954, -0.0524, 0.0242], [-0.0593, -0.0721, -0.0661]]
}

=====

# 2
{
  "formula": "C34H36IrNO2P2",
  "method": "ωB97M-V/def2-TZVPD",
  "gap_ev": [8.80, 6.21],
  "spin_multiplicity": 5,
  "homo_ha": [-0.4979, -0.5176],
  "total_charge": 2,
  "species": ["Ir", "C", "P", "C", "C", "C", "C", "C", "C", "C", "C", "C", "C", "C", "C", "C", "C", "C", "C", "C", "P", "C", "C", "C", "C", "C", "C", "C", "C", "C", "C", "C", "C", "N", "H", "H", "H", "H", "H", "H", "H", "H", "H", "H", "H", "H", "H", "H", "H", "H", "H", "H", "H", "H", "H", "H", "H", "H", "H", "H", "C", "O", "C", "C", "O", "C", "H", "H", "H", "H", "H", "H", "H", "H", "H", "H"],
  "xyz": [[0.030, -0.204, -0.552], [-2.709, -0.358, -2.336], [-1.872, 0.960, -1.309], [-1.548, 2.235, -2.543], [-0.237, 2.484, -2.963], [0.009, 3.434, -3.945], [-1.044, 4.157, -4.488], [-2.348, 3.927, -4.063], [-2.603, 2.967, -3.097], [-3.206, 2.739, 1.385], [-2.492, 3.792, 0.872], [-1.867, 4.629, 1.800], [-2.000, 4.384, 3.163], [-2.763, 3.313, 3.622], [-3.397, 2.460, 2.714], [-1.675, -1.338, -2.742], [-1.665, -2.339, -3.782], [-0.498, -3.018, -3.660], [0.212, -2.432, -2.547], [1.520, -2.757, -1.936], [1.613, -1.924, -0.284], [3.338, -1.674, 0.106], [3.689, -0.574, 0.890], [5.009, -0.400, 1.283], [5.977, -1.310, 0.877], [5.631, -2.394, 0.077], [4.313, -2.584, -0.304], [0.978, -3.156, 0.870], [-0.216, -3.820, 0.584], [-0.748, -4.714, 1.498], [-0.098, -4.941, 2.707], [1.090, -4.285, 2.992], [1.631, -3.390, 2.076], [-0.524, -1.419, -2.028], [-3.208, 0.077, -3.201], [-3.473, -0.877, -1.745], [0.584, 1.920, -2.540], [1.022, 3.612, -4.283], [-0.849, 4.908, -5.244], [-3.166, 4.498, -4.484], [-3.623, 2.793, -2.768], [-2.420, 3.993, -0.193], [-1.301, 5.486, 1.451], [-1.528, 5.049, 3.874], [-2.890, 3.148, 4.686], [-4.012, 1.637, 3.063], [-2.445, -2.503, -4.511], [-0.148, -3.839, -4.269], [2.330, -2.370, -2.563], [1.653, -3.835, -1.852], [2.931, 0.147, 1.177], [5.283, 0.445, 1.903], [7.007, -1.175, 1.182], [6.391, -3.094, -0.247], [4.051, -3.446, -0.907], [-0.734, -3.653, -0.356], [-1.666, -5.241, 1.269], [-0.517, -5.635, 3.424], [1.607, -4.477, 3.924], [2.566, -2.889, 2.297], [1.167, 2.566, 0.284], [0.789, 1.288, 0.829], [0.029, 1.400, 2.054], [-0.095, 0.010, 2.587], [-0.760, -0.815, 1.630], [-2.184, -0.890, 1.790], [1.697, 3.129, 1.049], [0.282, 3.117, -0.040], [1.830, 2.378, -0.556], [-0.946, 1.845, 1.836], [0.566, 2.037, 2.757], [-0.627, 0.013, 3.540], [0.893, -0.429, 2.736], [-2.421, -1.216, 2.803], [-2.541, -1.636, 1.083], [-2.655, 0.076, 1.592]],
  "atomic_forces_ev_per_a": [[-0.1254, 0.2449, 0.6791], [-0.0586, 0.1117, 0.0713], [0.6520, -0.1264, -0.5359], [-0.0841, 0.0506, 0.0783], [-0.1387, 0.0841, -0.0299], [-0.0075, -0.0265, 0.0505], [-0.0014, 0.0164, 0.0000], [-0.0182, 0.0098, 0.0076], [-0.0258, -0.0263, -0.0138], [-0.1676, 0.1401, 0.0698], [-0.0076, -0.0484, -0.0313], [-0.0009, -0.0183, 0.0318], [0.0129, -0.0184, -0.0298], [0.0314, -0.0087, -0.0092], [0.0134, 0.0253, -0.0126], [-0.1503, -0.0774, -0.1032], [-0.2509, 0.2579, 0.0605], [0.3610, -0.0856, 0.1872], [0.0946, -0.1685, -0.1264], [-0.0409, 0.0237, 0.0317], [-0.0726, 0.0965, -0.2019], [0.0623, 0.1244, -0.0638], [0.0763, 0.0156, -0.0338], [-0.0225, -0.0184, -0.0078], [-0.0017, 0.0219, 0.0130], [0.0251, -0.0266, -0.0201], [0.0310, -0.0376, 0.0504], [0.0132, -0.0044, 0.0306], [-0.0148, -0.0538, -0.0002], [-0.0031, 0.0008, -0.0156], [-0.0012, 0.0211, 0.0165], [0.0068, 0.0018, 0.0102], [0.0102, -0.0218, 0.0281], [-0.2113, -0.3041, -0.2376], [-0.0524, -0.0004, -0.0338], [0.0026, 0.0180, 0.0395], [0.0584, -0.0405, 0.0219], [-0.0391, -0.0117, 0.0148], [-0.0102, -0.0355, 0.0230], [0.0257, -0.0189, 0.0061], [0.0345, 0.0132, -0.0217], [-0.0290, -0.0097, 0.0562], [-0.0181, -0.0282, 0.0341], [-0.0253, -0.0192, -0.0147], [0.0255, 0.0225, -0.0401], [0.0157, 0.0773, -0.0319], [0.0233, 0.0647, 0.0945], [0.0086, 0.0774, 0.0930], [0.0129, 0.0164, -0.0112], [0.0505, -0.0532, -0.0307], [0.0374, -0.0507, 0.0214], [-0.0022, -0.0352, -0.0429], [-0.0594, 0.0039, -0.0222], [-0.0407, 0.0340, 0.0339], [0.0102, 0.0293, 0.0265], [0.0004, 0.0068, 0.0392], [0.0338, 0.0231, 0.0072], [0.0222, -0.0024, -0.0326], [-0.0236, 0.0167, -0.0278], [-0.0183, -0.0270, 0.0102], [-0.0660, 0.0316, 0.0005], [0.0352, -0.1031, -0.0457], [-0.0482, 0.1961, -0.0260], [-0.0134, -0.1551, 0.0869], [-0.2115, -0.0578, -0.1658], [0.0447, 0.0039, -0.0028], [0.0160, 0.0156, 0.0404], [0.0041, -0.0273, 0.0065], [0.0066, -0.0433, -0.0019], [0.0805, 0.0015, -0.0153], [0.0906, 0.0366, -0.0569], [-0.0507, -0.0603, -0.0158], [0.0107, -0.0395, 0.0263], [0.0136, -0.0232, 0.0232], [0.0289, 0.0025, -0.0023], [0.0303, -0.0241, -0.0072]]
}

=====

no.,energy (Ha)
1,-5672.88457
2,-2308.82295